{"formula": "C47H39N8O2PSTl", "method": "ωB97M-V/def2-TZVPD", "de_lowest_ev": 1.486, "homo_lumo_gap_ev": [2.01, 1.97], "energy_ev": -90192.4077, "homo_ev": [-8.5, -8.5], "charge": 1, "elements": ["Tl", "N", "C", "S", "N", "N", "C", "C", "C", "C", "C", "C", "C", "C", "C", "C", "C", "C", "N", "H", "H", "H", "H", "H", "H", "H", "H", "H", "H", "H", "C", "O", "C", "C", "C", "C", "C", "C", "N", "N", "C", "C", "O", "C", "C", "C", "C", "C", "C", "C", "C", "H", "H", "H", "H", "H", "H", "H", "H", "H", "H", "H", "H", "H", "N", "P", "C", "C", "C", "C", "C", "C", "C", "C", "C", "C", "C", "C", "C", "C", "C", "C", "C", "N", "H", "H", "H", "H", "H", "H", "H", "H", "H", "H", "H", "H", "H", "H", "H"], "positions_angstrom": [[8.1388, 15.6125, 11.3781], [9.1019, 19.4400, 13.7210], [8.3637, 18.6137, 12.9731], [7.8184, 17.2078, 13.7620], [8.1961, 19.0732, 11.7166], [7.8151, 18.1915, 10.8118], [7.1071, 18.6569, 9.7319], [6.9832, 20.0777, 9.4404], [8.0518, 20.9762, 9.6751], [7.9147, 22.3424, 9.5378], [6.7071, 22.8380, 8.9662], [5.6485, 21.9474, 8.7890], [5.8430, 20.5415, 8.8339], [6.6113, 17.7064, 8.7851], [6.6653, 17.9876, 7.4153], [6.4065, 17.0465, 6.4388], [5.9597, 15.8039, 6.8440], [5.8199, 15.6254, 8.2318], [6.2359, 16.4613, 9.1572], [9.3108, 19.1774, 14.6376], [9.6276, 20.1859, 13.2141], [8.9826, 20.4890, 10.0226], [8.7752, 22.9430, 9.7293], [6.6844, 23.8918, 8.6545], [4.6458, 22.3127, 8.5314], [5.0247, 19.8781, 8.4845], [6.9374, 18.9587, 7.0808], [6.5252, 17.2849, 5.3921], [5.5256, 15.0461, 6.2009], [5.4150, 14.6920, 8.6907], [6.0274, 12.0008, 7.3108], [5.5420, 11.9654, 8.6575], [5.3326, 10.7059, 9.1618], [4.7228, 9.6990, 8.4078], [4.5415, 8.4206, 8.9277], [5.2054, 8.0641, 10.1046], [5.9343, 9.0501, 10.8316], [5.9478, 10.4209, 10.4448], [6.1719, 11.4413, 11.3437], [6.1577, 11.0514, 12.5965], [5.8628, 11.8199, 13.6137], [6.0550, 13.3279, 13.5908], [6.7552, 13.9420, 12.7580], [5.3160, 14.1113, 14.5789], [4.7155, 13.5651, 15.6656], [4.6942, 12.1298, 15.8549], [4.3369, 11.5443, 17.0816], [4.6029, 10.2111, 17.3477], [5.1372, 9.4304, 16.3333], [5.5407, 9.9209, 15.1197], [5.3590, 11.2834, 14.8534], [5.4009, 11.4389, 6.6122], [7.0490, 11.5968, 7.2113], [6.0764, 13.0438, 6.9441], [4.3218, 9.9153, 7.4387], [3.8683, 7.7349, 8.4243], [5.1854, 7.0302, 10.5130], [6.5099, 8.7812, 11.7381], [5.2090, 15.1629, 14.3104], [4.2220, 14.1408, 16.4622], [3.7652, 12.1869, 17.7863], [4.4666, 9.7443, 18.2962], [5.2670, 8.3725, 16.5494], [6.1211, 9.3497, 14.3699], [12.9196, 12.8177, 11.3524], [11.5882, 11.9766, 12.0449], [12.0783, 10.2894, 11.6167], [11.2990, 9.4343, 10.8492], [11.8636, 8.2323, 10.4564], [13.1339, 7.8463, 10.9414], [13.8785, 8.6910, 11.7645], [13.3466, 9.9452, 12.1116], [11.6886, 11.9629, 13.8775], [11.3448, 10.7782, 14.5593], [11.4750, 10.8164, 15.9392], [11.8705, 11.9802, 16.5885], [12.0980, 13.1574, 15.8811], [12.0051, 13.1778, 14.5229], [12.8821, 14.1728, 11.0856], [13.9940, 14.7049, 10.3720], [14.1560, 16.0748, 10.2944], [13.1121, 16.8981, 10.8019], [12.0171, 16.2903, 11.4040], [11.8593, 14.9050, 11.4336], [13.5743, 12.2639, 10.7530], [10.2826, 9.6956, 10.5915], [11.3648, 7.6638, 9.7519], [13.4035, 6.8319, 10.7217], [14.8987, 8.4905, 12.1062], [13.9114, 10.7027, 12.6709], [11.0750, 9.9083, 13.9409], [11.2943, 9.9817, 16.6122], [12.0774, 11.9211, 17.6285], [12.2421, 14.1214, 16.3570], [12.0777, 14.0884, 13.9578], [14.6381, 13.9886, 9.9265], [15.0208, 16.5709, 9.8851], [13.2324, 17.9876, 10.8691], [11.1861, 16.8217, 11.8844]]}